Formula: C4H7NO2
Source: the Open Molecules 2025 dataset
Level of theory: ωB97M-V/def2-TZVPD

Structure (XYZ):
```
14
Properties=species:S:1:pos:R:3
C -0.7357 0.1260 1.8437
C -0.5408 0.6777 0.4467
O -1.0238 1.7356 0.1050
N 0.2228 -0.0614 -0.4648
C 0.4072 0.5075 -1.7960
C 0.7586 -1.3083 -0.1908
O 1.3940 -1.9609 -0.9859
H -1.2983 -0.8132 1.8302
H -1.3077 0.8707 2.3973
H 0.2155 -0.0491 2.3560
H 1.2533 0.0076 -2.2637
H -0.4878 0.3526 -2.4049
H 0.5887 1.5783 -1.7034
H 0.5540 -1.6634 0.8305
```

The molar mass comes out at 101.10 g mol⁻¹. As for the total charge: 0. The electronic energy is -9847.02402 eV. The max |F| comes out at 0.4 eV/Å. For the HOMO-LUMO gap, the calculation gives 11.10 eV.